{
  "formula": "C24H37AlO13",
  "method": "ωB97M-V with the def2-TZVPD basis set",
  "species": ["Al", "O", "H", "O", "C", "O", "C", "C", "C", "H", "H", "H", "H", "H", "H", "O", "C", "O", "C", "C", "C", "H", "H", "H", "H", "H", "H", "O", "C", "O", "C", "C", "C", "H", "H", "H", "H", "H", "H", "O", "C", "O", "C", "C", "C", "H", "H", "H", "H", "H", "H", "O", "C", "O", "C", "C", "C", "H", "H", "H", "H", "H", "H", "O", "C", "O", "C", "C", "C", "H", "H", "H", "H", "H", "H"],
  "xyz": [[3.113, -2.280, 0.620], [1.353, -0.438, -0.398], [0.730, 0.200, -0.008], [3.288, 0.420, 1.910], [2.781, 1.514, 1.945], [2.534, 2.127, 3.099], [2.087, 3.466, 2.937], [1.701, 3.502, 1.469], [2.491, 2.409, 0.739], [2.907, 4.167, 3.094], [1.239, 3.656, 3.589], [1.826, 4.487, 1.011], [0.612, 3.469, 1.361], [3.436, 2.827, 0.394], [1.942, 1.828, 0.009], [-4.418, 0.853, 3.665], [-3.273, 0.901, 3.340], [-2.298, 1.004, 4.286], [-1.054, 1.348, 3.702], [-1.343, 1.600, 2.216], [-2.699, 0.999, 1.946], [-0.340, 0.517, 3.754], [-0.523, 2.181, 4.159], [-0.520, 1.282, 1.570], [-1.366, 2.686, 2.089], [-2.676, -0.064, 1.698], [-3.369, 1.570, 1.313], [0.624, -1.586, 2.044], [-0.292, -2.054, 2.695], [-1.546, -1.994, 2.246], [-2.458, -2.560, 3.210], [-1.643, -2.673, 4.479], [-0.189, -2.696, 4.067], [-2.759, -3.513, 2.768], [-3.349, -1.964, 3.399], [-1.947, -3.512, 5.107], [-1.867, -1.820, 5.122], [0.232, -3.693, 3.930], [0.407, -2.059, 4.716], [3.320, -2.547, -2.266], [2.964, -1.970, -3.273], [2.584, -2.643, -4.335], [2.310, -1.808, -5.446], [2.081, -0.449, -4.793], [2.917, -0.464, -3.505], [1.491, -2.106, -6.097], [3.200, -1.809, -6.082], [1.031, -0.308, -4.533], [2.374, 0.316, -5.512], [2.481, 0.029, -2.641], [3.936, -0.092, -3.628], [-1.205, 3.508, -4.965], [-0.860, 3.232, -3.860], [0.162, 2.335, -3.730], [0.576, 2.181, -2.372], [-0.541, 2.773, -1.538], [-1.237, 3.746, -2.484], [1.540, 2.685, -2.250], [0.766, 1.099, -2.277], [-0.159, 3.296, -0.663], [-1.237, 1.996, -1.215], [-0.763, 4.727, -2.395], [-2.310, 3.872, -2.372], [0.841, -3.660, -0.562], [-0.317, -3.513, -0.877], [-1.325, -4.207, -0.360], [-2.580, -3.596, -0.737], [-2.272, -2.992, -2.109], [-0.827, -2.602, -1.985], [-2.723, -2.841, 0.040], [-3.478, -4.200, -0.825], [-2.865, -2.084, -2.213], [-2.381, -3.735, -2.894], [-0.626, -1.584, -1.637], [-0.241, -2.692, -2.900]],
  "atomic_forces_ev_per_a": [[-2.104, 1.410, -1.177], [0.700, -0.816, -0.211], [-0.085, -0.396, 0.530], [-0.120, -1.017, 0.127], [0.910, 0.338, -0.475], [0.211, -1.023, 0.459], [0.105, 0.465, -1.266], [-1.412, 1.750, -1.427], [-0.630, 0.425, 2.118], [-0.004, -0.222, 0.535], [0.234, 0.001, 0.198], [0.673, 0.008, 0.236], [0.071, -0.930, 0.097], [0.024, -0.355, -0.345], [0.250, 0.193, -0.338], [0.051, -0.632, -0.228], [-1.029, 1.384, 0.614], [0.613, 0.087, 0.231], [0.879, -1.038, -1.050], [0.566, 1.227, -0.331], [-0.006, -0.633, 0.879], [-0.240, -0.220, 0.414], [-0.655, 0.170, 0.409], [-0.079, -0.344, 0.060], [-0.339, -0.045, -0.200], [0.204, 0.204, -0.787], [0.015, -0.148, -0.097], [0.907, -0.011, -0.816], [-0.717, 0.102, 0.051], [0.969, 0.645, -0.027], [-0.342, -1.118, 0.381], [-0.781, -0.279, 1.333], [-0.410, 0.442, -0.602], [-0.048, -0.027, 0.257], [0.175, 0.370, -0.587], [0.114, -0.233, -0.305], [0.255, 0.225, -0.221], [0.119, 0.027, 0.180], [0.383, -0.279, -0.094], [0.061, -0.464, 1.249], [0.100, 0.818, -0.047], [-0.198, -1.452, 0.675], [0.662, 1.557, -0.520], [0.020, 0.858, -0.435], [-0.190, -0.822, -0.729], [-0.202, -0.597, 0.615], [0.018, 0.043, 0.118], [-0.033, -0.005, -0.154], [-0.157, 0.248, 0.261], [-0.039, -0.063, 0.002], [0.035, -0.098, -0.081], [-0.564, 0.267, 0.594], [0.244, 0.149, -0.861], [0.582, -0.579, 0.531], [0.030, 0.097, -1.002], [-0.396, -0.078, 0.594], [0.369, 0.163, -0.379], [-0.002, 0.056, 0.077], [-0.124, -0.059, 0.540], [-0.049, -0.148, 0.079], [0.011, 0.003, 0.044], [-0.184, 0.113, -0.100], [0.018, -0.099, 0.040], [0.672, 0.333, 0.692], [-0.310, -0.340, -1.107], [0.200, -0.651, 0.640], [0.098, 1.147, -0.673], [-0.239, 0.851, 0.636], [0.935, 0.268, 0.398], [-0.375, 0.139, -0.246], [0.579, -0.872, 0.552], [-0.358, -0.380, -0.628], [-0.406, 0.182, -0.069], [-0.331, 0.036, 0.061], [0.092, -0.330, 0.105]],
  "lowdin_charge": [1.369, -0.096, -0.005, 0.039, -0.464, 0.066, -0.111, -0.159, -0.030, 0.143, 0.127, 0.129, 0.079, 0.148, 0.073, 0.162, -0.490, 0.045, -0.146, -0.155, -0.056, 0.110, 0.122, 0.087, 0.116, 0.110, 0.138, 0.049, -0.429, 0.025, -0.100, -0.127, -0.023, 0.141, 0.137, 0.139, 0.128, 0.149, 0.143, 0.058, -0.452, 0.086, -0.115, -0.128, -0.037, 0.143, 0.143, 0.114, 0.133, 0.081, 0.146, 0.183, -0.447, 0.024, -0.170, -0.145, -0.039, 0.137, 0.093, 0.094, 0.119, 0.144, 0.138, 0.048, -0.459, 0.066, -0.107, -0.126, -0.071, 0.115, 0.142, 0.130, 0.135, 0.112, 0.131],
  "de_lowest_kj_mol": 0.0,
  "homo_energy_ev": -14.933,
  "total_charge": 2,
  "e_lumo_ev": -12.342,
  "gap_ev": 2.6
}